Density functional theory data (ωB97M-V/def2-TZVPD) for an isolated molecule of C4H9NS in a non-equilibrium geometry.

- E: -610.64104 Ha
- SMILES: C=CSN(C)C
- Maximum force: 4.60 eV/A
- Orbital gap: 9.3 eV
- E_LUMO: 0.0342 Eh
- Energy relative to the best compared isomer or geometry (same formula, charge and spin): 70.7 kcal/mol
- Total charge: 0

Positions of all 15 atoms, in Å:
C: 3.180 0.051 0.142
C: 1.874 0.154 0.012
C: -1.464 -0.626 -1.087
C: -1.353 -0.334 1.357
N: -0.640 -0.518 0.094
S: 0.798 -1.370 -0.127
H: 3.649 1.039 0.046
H: 3.748 -0.872 -0.064
H: 1.194 0.965 -0.139
H: -1.875 -1.575 -1.406
H: -2.380 0.132 -1.077
H: -0.731 -0.142 -1.884
H: -2.071 0.468 1.258
H: -1.969 -1.112 1.851
H: -0.466 0.059 1.833